No. 1
Below is a structure of composition C29H32Br2N2O2SSe2W, with properties calculated with the ωB97M-V functional and the def2-TZVPD basis.

Calculated values
HOMO-LUMO gap (alpha / beta): 5.3 / 4.6 eV
Highest occupied orbital energy (alpha / beta): -19.13 / -19.13 eV

```
! RIJCOSX wB97M-V def2-TZVPD def2/J DEFGRID3
* xyz 4 3
W -0.08 2.05 0.67
Br 0.88 1.58 3.41
C -0.55 1.59 4.78
Br -2.26 1.32 3.99
H -0.51 2.55 5.29
H -0.31 0.77 5.44
Se -1.31 4.00 2.05
Se 0.04 3.04 -1.52
C 1.39 4.12 -0.66
C 2.17 5.12 -1.17
C 3.00 5.79 -0.26
C 2.99 5.42 1.08
C 2.16 4.40 1.50
N 1.37 3.75 0.63
C -2.74 3.39 1.00
C -4.02 3.90 0.91
C -4.91 3.24 0.08
C -4.49 2.11 -0.61
C -3.17 1.67 -0.46
N -2.31 2.30 0.32
H 2.15 5.39 -2.22
H 3.63 6.59 -0.60
H 3.61 5.94 1.80
H 2.12 4.08 2.53
H -4.31 4.78 1.48
H -5.93 3.60 -0.03
H -5.16 1.57 -1.26
H -2.82 0.79 -0.99
C -3.31 -5.89 0.98
C -2.65 -4.58 0.73
C -2.48 -4.10 -0.58
C -1.86 -2.91 -0.84
C -1.66 -2.54 -2.29
C -1.40 -2.10 0.28
C -0.98 -0.83 -0.04
O -0.67 0.15 0.78
C -1.50 -2.64 1.63
C -0.86 -2.02 2.84
C -2.13 -3.83 1.80
H -3.91 -6.22 0.13
H -3.93 -5.86 1.88
H -2.54 -6.64 1.15
H -2.85 -4.70 -1.41
H -2.33 -3.12 -2.92
H -0.64 -2.79 -2.59
H -1.82 -1.49 -2.53
H -0.92 -0.58 -1.09
H 0.00 -2.62 3.12
H -1.55 -2.05 3.68
H -0.53 -1.00 2.68
H -2.22 -4.24 2.80
C 2.93 -3.45 -4.24
C 2.83 -2.32 -3.26
C 2.86 -2.57 -1.88
C 2.85 -1.55 -0.96
C 2.79 -0.23 -1.44
C 2.74 0.05 -2.81
C 2.76 -1.00 -3.71
S 2.91 1.16 -0.42
C 4.21 0.76 0.74
O 1.64 1.12 0.59
H 2.58 -4.39 -3.82
H 3.97 -3.59 -4.53
H 2.38 -3.24 -5.16
H 2.91 -3.60 -1.53
H 2.89 -1.76 0.10
H 2.72 1.07 -3.16
H 2.74 -0.79 -4.77
H 3.97 -0.16 1.27
H 4.31 1.60 1.43
H 5.12 0.64 0.15
*
```

=====

No. 2
Below is a structure of composition C37H65BBr24N2O4, with properties calculated with the ωB97M-V functional and the def2-TZVPD basis.

Calculated values
HOMO-LUMO gap: 8.0 eV
Highest occupied orbital energy: -8.15 eV

```
! RIJCOSX wB97M-V def2-TZVPD def2/J DEFGRID3
* xyz 0 1
C 0.20 2.74 -0.95
C 1.38 2.79 0.16
O 1.39 1.81 1.25
C 0.21 2.00 2.03
C 0.51 1.81 3.49
C 0.29 2.81 4.40
B -0.33 4.20 3.98
O 0.42 5.27 3.59
O -1.70 4.34 4.01
C 0.63 2.62 5.77
C 1.16 1.44 6.18
O 1.47 1.27 7.50
C 2.87 1.43 7.77
C 3.29 0.51 8.90
C 1.38 0.37 5.27
N 1.88 -0.80 5.75
C 2.03 -1.72 4.83
C 1.73 -1.53 3.47
N 1.25 -0.41 3.00
C 1.05 0.57 3.92
H -0.72 2.32 -0.56
H 0.04 3.78 -1.21
H 0.43 2.18 -1.84
H 2.33 2.73 -0.36
H 1.36 3.79 0.60
H -0.51 1.25 1.68
H -0.21 2.98 1.81
H -0.04 5.71 2.86
H -2.07 3.45 3.86
H 0.46 3.40 6.49
H 3.49 1.21 6.90
H 3.05 2.45 8.10
H 2.82 0.79 9.84
H 3.05 -0.53 8.67
H 4.37 0.56 9.05
H 2.42 -2.68 5.15
H 1.89 -2.34 2.77
Br 1.54 0.58 -0.78
C 1.70 -1.36 -0.78
C 2.12 -1.82 -2.15
Br 0.61 -1.71 -3.39
H 0.74 -1.76 -0.47
H 2.45 -1.61 -0.03
H 2.42 -2.87 -2.14
H 2.92 -1.23 -2.58
Br -7.06 1.03 4.31
C -5.80 1.91 5.50
C -4.65 2.52 4.74
Br -3.37 1.17 4.16
H -5.49 1.18 6.23
H -6.38 2.69 5.99
H -4.09 3.19 5.38
H -4.97 3.05 3.85
Br -1.36 -2.99 -6.70
C 0.04 -2.00 -7.63
C 1.19 -2.88 -8.03
Br 2.34 -3.32 -6.52
H 0.32 -1.19 -6.97
H -0.44 -1.60 -8.52
H 1.83 -2.35 -8.73
H 0.87 -3.82 -8.46
Br 4.58 0.02 13.02
C 4.38 1.88 13.51
C 3.75 2.68 12.40
Br 5.03 3.03 10.97
H 5.37 2.25 13.78
H 3.74 1.88 14.39
H 3.44 3.66 12.76
H 2.91 2.17 11.95
Br -8.84 5.30 4.28
C -9.98 3.86 3.65
C -11.25 3.77 4.45
Br -10.95 2.96 6.19
H -9.39 2.95 3.69
H -10.20 4.10 2.61
H -11.96 3.11 3.95
H -11.71 4.73 4.62
Br 5.06 -4.24 -4.15
C 5.71 -6.06 -4.31
C 5.05 -6.78 -5.46
Br 3.23 -7.31 -5.04
H 5.54 -6.54 -3.36
H 6.78 -5.97 -4.48
H 5.58 -7.70 -5.68
H 5.00 -6.17 -6.36
Br 6.70 -1.48 10.04
C 5.62 -2.89 9.25
C 4.30 -3.03 9.97
Br 4.50 -3.93 11.68
H 6.22 -3.80 9.28
H 5.47 -2.59 8.22
H 3.62 -3.65 9.39
H 3.84 -2.07 10.17
Br -0.54 -5.61 -10.15
C 0.70 -7.11 -10.16
C 2.09 -6.67 -9.78
Br 2.97 -5.74 -11.24
H 0.64 -7.55 -11.14
H 0.31 -7.80 -9.42
H 2.71 -7.54 -9.57
H 2.10 -6.00 -8.93
Br -2.67 2.72 -3.16
C -2.55 4.39 -4.14
C -1.32 5.17 -3.75
Br -1.53 6.03 -2.01
H -3.47 4.93 -3.95
H -2.51 4.11 -5.19
H -1.15 5.98 -4.45
H -0.43 4.54 -3.68
Br -1.30 -2.43 -14.42
C -2.18 -3.27 -12.90
C -2.83 -2.25 -12.01
Br -1.53 -1.31 -10.91
H -1.43 -3.86 -12.39
H -2.93 -3.93 -13.33
H -3.50 -2.74 -11.30
H -3.38 -1.50 -12.56
Br 4.24 -0.83 -5.29
C 3.56 0.62 -6.39
C 3.23 1.83 -5.56
Br 1.56 1.57 -4.61
H 2.71 0.23 -6.93
H 4.37 0.83 -7.09
H 3.07 2.70 -6.20
H 3.99 2.06 -4.82
Br -5.53 -0.46 -5.29
C -6.30 0.41 -3.73
C -7.53 1.20 -4.09
Br -7.08 2.87 -4.97
H -5.52 1.02 -3.29
H -6.55 -0.40 -3.05
H -8.07 1.48 -3.19
H -8.19 0.66 -4.76
*
```